No. 1
Here is a 2-piece molecular cluster, C4H12 overall from the OMol25 dataset. Energies are from ωB97M-V/def2-TZVPD.

Each line ends with the Löwdin charge.
Geometry (Å):
C1 -2.12403 2.46762 0.18033  -0.165
C2 -0.92587 1.49147 0.37738  -0.166
H1 -2.86492 2.03895 -0.49230  0.056
H2 -2.72672 2.37500 1.09815  0.057
H3 -1.85371 3.50084 0.03935  0.055
H4 -1.02418 0.82232 1.22305  0.056
H5 -0.78091 1.04088 -0.59988  0.052
H6 -0.04651 2.09007 0.62139  0.056
C3 2.14663 -1.60282 -0.54644  -0.160
C4 0.89887 -2.35330 -0.03002  -0.168
H7 2.71784 -1.21519 0.29445  0.055
H8 2.75538 -2.37577 -1.01460  0.057
H9 1.95299 -0.77783 -1.22309  0.054
H10 0.97610 -2.51946 1.04852  0.058
H11 -0.04325 -1.81798 -0.15237  0.048
H12 0.82249 -3.34747 -0.46048  0.054

Values from the calculation:
E_LUMO: 1.17 eV
energy relative to the best compared isomer or geometry (same formula, charge and spin): 12.08 kcal/mol
orbital gap: 12.8 eV
HOMO energy: -11.5959 eV
DFT total energy: -4342.005 eV

No. 2
Here is a 2-piece molecular cluster, C4H12 overall from the OMol25 dataset. Energies are from ωB97M-V/def2-TZVPD.

Each line ends with the Löwdin charge.
Geometry (Å):
C1 -1.80101 0.26571 1.11686  -0.180
C2 -1.55423 -1.14642 1.60907  -0.171
H1 -0.89605 0.68933 0.67452  0.044
H2 -2.49596 0.32623 0.27339  0.064
H3 -2.16378 0.96413 1.86859  0.062
H4 -1.32567 -1.83571 0.79721  0.060
H5 -2.46842 -1.45898 2.11683  0.062
H6 -0.68839 -1.20213 2.26748  0.061
C3 1.61111 1.15619 -1.55406  -0.173
C4 1.78566 -0.32398 -1.14770  -0.164
H7 0.56493 1.44411 -1.58719  0.053
H8 2.09073 1.89320 -0.90129  0.056
H9 2.13513 1.31862 -2.49841  0.060
H10 2.71118 -0.83919 -1.34730  0.054
H11 0.87075 -0.71195 -1.60550  0.059
H12 1.62400 -0.53917 -0.08250  0.052

Values from the calculation:
E_LUMO: 1.11 eV
energy relative to the best compared isomer or geometry (same formula, charge and spin): 9.55 kcal/mol
orbital gap: 12.6 eV
HOMO energy: -11.4850 eV
DFT total energy: -4342.114 eV

No. 3
Here is a 2-piece molecular cluster, C4H12 overall from the OMol25 dataset. Energies are from ωB97M-V/def2-TZVPD.

Each line ends with the Löwdin charge.
Geometry (Å):
C1 0.34750 0.53521 2.12898  -0.159
C2 -1.01149 0.12825 1.52109  -0.149
H1 0.75639 -0.21085 2.80679  0.061
H2 1.03771 0.62783 1.29375  0.035
H3 0.40102 1.49994 2.60943  0.055
H4 -1.59250 -0.42749 2.27255  0.063
H5 -1.65395 1.00709 1.47760  0.065
H6 -0.83157 -0.46504 0.64712  0.025
C3 1.02081 -0.07748 -1.66037  -0.165
C4 -0.40466 -0.55835 -1.95301  -0.179
H7 1.39674 -0.41694 -0.69642  0.048
H8 1.67673 -0.52599 -2.39920  0.057
H9 1.09347 1.00019 -1.79928  0.066
H10 -1.15812 0.01697 -1.42947  0.048
H11 -0.65329 -0.49421 -3.01534  0.060
H12 -0.42478 -1.63917 -1.80423  0.067

Values from the calculation:
E_LUMO: 1.21 eV
energy relative to the best compared isomer or geometry (same formula, charge and spin): 9.54 kcal/mol
orbital gap: 12.7 eV
HOMO energy: -11.4571 eV
DFT total energy: -4342.115 eV

No. 4
Here is a 2-piece molecular cluster, C4H12 overall from the OMol25 dataset. Energies are from ωB97M-V/def2-TZVPD.

Each line ends with the Löwdin charge.
Geometry (Å):
C1 1.19956 1.62810 0.17163  -0.151
C2 0.87587 1.96583 1.73045  -0.136
H1 0.30016 1.78243 -0.39004  0.034
H2 2.10255 2.22075 -0.11774  0.071
H3 1.37065 0.56905 0.01009  0.032
H4 0.07550 2.65907 1.54476  0.040
H5 1.77619 2.36651 2.07297  0.015
H6 0.61453 1.02472 2.39019  0.097
C3 -1.58828 -1.82202 -0.48797  -0.212
C4 -0.42006 -1.77120 -1.41137  -0.196
H7 -1.74353 -0.75381 -0.12869  0.071
H8 -2.48618 -2.21531 -0.95172  0.051
H9 -1.58326 -2.29250 0.55490  0.083
H10 -0.31607 -0.78228 -1.78690  0.037
H11 0.49071 -2.13954 -0.88858  0.075
H12 -0.66835 -2.43979 -2.31197  0.089

Values from the calculation:
E_LUMO: 1.10 eV
energy relative to the best compared isomer or geometry (same formula, charge and spin): 27.59 kcal/mol
orbital gap: 12.3 eV
HOMO energy: -11.2450 eV
DFT total energy: -4341.332 eV

No. 5
Here is a 2-piece molecular cluster, C4H12 overall from the OMol25 dataset. Energies are from ωB97M-V/def2-TZVPD.

Each line ends with the Löwdin charge.
Geometry (Å):
C1 0.57268 2.07267 -0.66291  -0.157
C2 1.73942 1.09398 -0.45355  -0.160
H1 -0.35964 1.50571 -0.59672  0.048
H2 0.52889 2.82680 0.11759  0.058
H3 0.61621 2.54270 -1.64329  0.059
H4 2.37956 1.09307 -1.33726  0.058
H5 1.42115 0.07285 -0.31804  0.035
H6 2.41269 1.43904 0.33210  0.062
C3 -0.79813 -1.98294 0.06025  -0.180
C4 -1.56999 -1.15088 1.07790  -0.166
H7 -1.27276 -2.93428 -0.14437  0.057
H8 -0.55965 -1.40187 -0.82193  0.047
H9 0.21586 -2.29857 0.35991  0.064
H10 -0.91176 -0.54832 1.69647  0.059
H11 -2.12032 -1.81109 1.74932  0.060
H12 -2.29419 -0.51889 0.58452  0.056

Values from the calculation:
E_LUMO: 1.18 eV
energy relative to the best compared isomer or geometry (same formula, charge and spin): 6.59 kcal/mol
orbital gap: 12.9 eV
HOMO energy: -11.7013 eV
DFT total energy: -4342.242 eV

No. 6
Here is a 2-piece molecular cluster, C4H12 overall from the OMol25 dataset. Energies are from ωB97M-V/def2-TZVPD.

Each line ends with the Löwdin charge.
Geometry (Å):
C1 -1.18626 -0.43055 -1.74799  -0.213
C2 -2.35553 0.45464 -2.28510  -0.191
H1 -0.75107 -1.06330 -2.61012  0.071
H2 -0.50706 0.06262 -1.08165  0.022
H3 -1.59885 -1.46523 -1.24765  0.104
H4 -3.13625 -0.26474 -2.60347  0.056
H5 -2.04878 1.10654 -3.19583  0.086
H6 -2.61010 1.02119 -1.35257  0.064
C3 1.41066 -0.69990 1.77198  -0.167
C4 2.07743 0.72970 2.27037  -0.190
H7 2.23256 -1.36025 1.92759  0.022
H8 0.34508 -0.91132 2.17778  0.091
H9 1.56221 -0.48163 0.69350  0.040
H10 3.19909 0.73048 1.85924  0.088
H11 2.18732 0.71920 3.45467  0.075
H12 1.44805 1.58315 1.92290  0.042

Values from the calculation:
E_LUMO: 1.02 eV
energy relative to the best compared isomer or geometry (same formula, charge and spin): 43.29 kcal/mol
orbital gap: 12.0 eV
HOMO energy: -10.9548 eV
DFT total energy: -4340.651 eV